Entry from the OMol25 dataset: a molecular structure, C14H21MgNP (wB97M-V/def2-TZVPD).

Geometry (Å):
C: -0.33 1.51 -2.90
C: -0.55 0.53 -3.90
C: -0.67 -0.86 -4.02
C: -1.10 -1.72 -2.94
C: -1.48 -1.09 -1.79
Mg: 0.43 -0.39 -2.24
P: -0.67 2.31 -1.34
H: 0.29 2.34 -3.39
H: -0.35 1.00 -4.87
H: -0.52 -1.20 -5.05
H: -2.11 -1.51 -1.03
H: -1.05 -2.78 -3.19
H: -1.93 2.09 -0.70
H: -0.65 3.68 -1.67
H: 0.53 2.23 -0.50
C: -0.83 1.07 2.49
N: -0.88 -0.42 2.58
C: -2.17 -0.89 3.13
C: -0.52 -1.05 1.24
C: 0.92 -0.73 0.91
C: 1.94 -0.95 1.87
C: 3.23 -0.47 1.62
C: 3.52 0.19 0.42
C: 2.54 0.32 -0.58
C: 1.28 -0.19 -0.30
H: -1.52 1.41 1.71
H: 0.20 1.37 2.26
H: -1.14 1.43 3.47
H: -0.13 -0.72 3.22
H: -2.99 -0.64 2.46
H: -2.11 -1.97 3.28
H: -2.30 -0.39 4.08
H: -0.64 -2.15 1.35
H: -1.21 -0.67 0.47
H: 1.67 -1.50 2.77
H: 4.00 -0.63 2.36
H: 4.51 0.60 0.23
H: 2.76 0.84 -1.53

E_LUMO (alpha / beta) ... 0.1029 / 0.1037 Ha
Electronic energy ... -1141.865413 a.u.
Spin multiplicity ... 1
HOMO (alpha / beta) ... -0.55 / -0.23 eV
Net charge ... -1

Atomic partial charges in e from the natural (NBO) method, atoms 1 to 2: atom 1 (C): -1.045, atom 2 (C): -0.398